Run one
Formula: C19H24N4O3
Source: the OMol25 dataset
Level of theory: wB97M-V/def2-TZVPD

The SMILES is COc1cccc(C(=O)N2CCN(Cc3nc(CC4CC4)no3)CC2)c1. As for the LUMO energy: 0.707 eV.

Last column: Mulliken charge in e.
Geometry (Å):
C: 4.69797 5.04005 -1.67420  -0.794
O: 5.10911 4.05534 -2.59257  -0.444
C: 4.82345 2.75430 -2.32122  0.602
C: 5.31084 1.81876 -3.23659  -0.589
C: 5.08685 0.47182 -3.04251  -0.591
C: 4.35943 0.02971 -1.94900  -0.175
C: 3.85572 0.95586 -1.04508  -0.152
C: 3.14194 0.52158 0.19565  0.431
O: 3.54801 0.84018 1.29923  -0.652
N: 2.05950 -0.27857 0.02650  0.125
C: 1.32220 -0.45431 -1.19959  -0.688
C: -0.03911 0.24115 -1.09287  -0.838
N: -0.76899 -0.30350 0.03613  -0.035
C: -2.13942 0.17868 0.09947  -0.860
C: -2.97779 -0.74982 0.90295  0.703
N: -3.84028 -1.60480 0.45051  -0.592
C: -4.31454 -2.20390 1.58375  0.717
C: -5.37042 -3.24308 1.57328  -0.875
C: -6.69970 -2.61142 1.20672  -0.105
C: -7.96996 -3.21028 1.72689  -0.608
C: -7.48540 -1.89727 2.26331  -0.547
N: -3.76734 -1.72941 2.66587  -0.532
O: -2.89217 -0.77708 2.23836  -0.132
C: -0.03245 -0.05860 1.26567  -0.507
C: 1.32727 -0.74753 1.18335  -1.180
C: 4.09844 2.31322 -1.22081  -0.250
H: 5.06680 5.98454 -2.07104  0.233
H: 3.60690 5.08396 -1.59355  0.322
H: 5.12935 4.86963 -0.68314  0.340
H: 5.87401 2.17707 -4.08356  0.439
H: 5.48429 -0.24265 -3.74774  0.387
H: 4.19950 -1.02566 -1.78751  0.489
H: 1.87986 -0.04242 -2.04023  0.530
H: 1.15772 -1.52528 -1.36061  0.222
H: -0.60817 0.05461 -2.00577  0.468
H: 0.11876 1.33053 -0.99071  0.267
H: -2.20639 1.19222 0.53315  0.412
H: -2.55712 0.18979 -0.90857  0.397
H: -5.42379 -3.69382 2.56403  0.287
H: -5.10863 -4.00464 0.83548  0.299
H: -6.71105 -2.19416 0.20759  0.421
H: -7.89842 -4.07761 2.36518  0.233
H: -8.83624 -3.21621 1.08322  0.253
H: -8.02073 -1.00025 1.99191  0.265
H: -7.07855 -1.87451 3.26278  0.233
H: -0.59334 -0.46318 2.10852  0.481
H: 0.11599 1.02348 1.43225  0.319
H: 1.92181 -0.52611 2.07068  0.498
H: 1.18293 -1.82844 1.09073  0.308
H: 3.71888 2.99948 -0.48037  0.466


Run two
Formula: C19H24N4O3
Source: the OMol25 dataset
Level of theory: wB97M-V/def2-TZVPD

The SMILES is [H]/N=c1/[nH]cc(C(=O)N2C[C@H](C)[C@H](NC(=O)CCc3cccc(C)c3)C2)o1. As for the LUMO energy: 0.562 eV.

Last column: Mulliken charge in e.
Geometry (Å):
H: 5.90274 5.24062 -0.22484  0.250
N: 6.80011 4.76953 -0.20671  -0.787
C: 6.66299 3.51701 -0.24399  0.383
N: 7.67485 2.58070 -0.23742  -0.081
C: 7.13861 1.31163 -0.29284  -0.252
C: 5.81040 1.44654 -0.32103  0.512
C: 4.81280 0.36848 -0.43163  0.111
O: 5.20325 -0.77034 -0.66056  -0.700
N: 3.49938 0.65707 -0.29798  0.126
C: 2.86893 1.88412 0.21528  -0.644
C: 1.53373 1.38350 0.76384  0.176
C: 1.67033 0.86823 2.19092  -1.593
C: 1.19727 0.26739 -0.24288  -0.250
N: 0.17891 -0.67113 0.16510  -0.143
C: -1.14171 -0.34649 0.11821  0.395
O: -1.52316 0.73657 -0.28715  -0.666
C: -2.09510 -1.45223 0.54224  -0.415
C: -3.39909 -0.92059 1.15766  -1.136
C: -4.63246 -1.53675 0.54804  0.374
C: -5.40889 -2.45371 1.24268  -0.676
C: -6.53039 -3.01562 0.64490  -0.608
C: -6.88027 -2.66652 -0.64797  -0.545
C: -6.11464 -1.74873 -1.36566  0.698
C: -6.48126 -1.38113 -2.77816  -1.467
C: -4.99941 -1.19487 -0.75218  -0.247
C: 2.53699 -0.42057 -0.48013  -1.119
O: 5.49140 2.80271 -0.29758  -0.340
H: 8.64322 2.83862 -0.20843  0.161
H: 7.72046 0.40868 -0.31701  0.490
H: 3.48234 2.34872 0.98321  0.453
H: 2.72662 2.60820 -0.59006  0.260
H: 0.77661 2.16641 0.72082  0.498
H: 2.45271 0.10813 2.26834  0.340
H: 1.93318 1.68007 2.86927  0.402
H: 0.73450 0.43059 2.54022  0.373
H: 0.84855 0.73832 -1.16280  0.390
H: 0.45484 -1.51374 0.64068  0.360
H: -1.59193 -2.16185 1.20174  0.344
H: -2.32082 -1.99905 -0.37808  0.368
H: -3.42498 0.15716 0.99151  0.374
H: -3.39732 -1.08705 2.23558  0.482
H: -5.14144 -2.72473 2.25751  0.359
H: -7.13500 -3.72628 1.19427  0.372
H: -7.75921 -3.10375 -1.10746  0.404
H: -6.04377 -0.42494 -3.06306  0.368
H: -6.11842 -2.13437 -3.48103  0.291
H: -7.56246 -1.31370 -2.90024  0.385
H: -4.39865 -0.46802 -1.29169  0.390
H: 2.71965 -1.21907 0.24815  0.354
H: 2.62503 -0.86375 -1.47160  0.426


Quick ranking, most stable first: run two, run one.


Run one
Formula: C19H24N4O3
Source: the OMol25 dataset
Level of theory: wB97M-V/def2-TZVPD

The SMILES is CCC(NC1CCN(Cc2ccccc2)CC1)=C1C(=O)NC(=O)NC1=O. As for the LUMO energy: 0.488 eV.

Last column: Mulliken charge in e.
Geometry (Å):
C: -3.08012 -3.41516 -0.12854  -1.127
C: -2.35314 -2.40877 -1.02678  -1.114
C: -2.04342 -1.16192 -0.25751  0.281
N: -0.89356 -1.07914 0.38036  0.186
C: 0.21533 -2.00199 0.41608  -0.622
C: 0.88737 -1.92142 1.79025  -1.286
C: 1.61056 -0.59137 1.99360  -0.685
N: 2.58675 -0.39335 0.93951  0.186
C: 3.42629 0.76868 1.17630  -1.101
C: 4.60338 0.78593 0.23877  0.507
C: 5.33579 -0.37743 0.03333  -0.155
C: 6.42629 -0.37933 -0.81612  -0.598
C: 6.80259 0.78466 -1.46655  -0.385
C: 6.07958 1.94721 -1.26575  -0.606
C: 4.98322 1.94635 -0.41998  -0.401
C: 1.92778 -0.32053 -0.35133  -0.578
C: 1.24956 -1.65055 -0.66309  -0.959
C: -2.95547 -0.08636 -0.16962  0.329
C: -2.57833 1.11575 0.53642  0.746
O: -1.51009 1.30046 1.12535  -0.806
N: -3.48658 2.15336 0.54518  -0.070
C: -4.72819 2.17693 -0.04587  0.259
O: -5.46378 3.12989 0.00614  -0.635
N: -5.03440 1.01094 -0.69065  -0.109
C: -4.26320 -0.14654 -0.79554  0.451
O: -4.75275 -1.08948 -1.38816  -0.708
H: -2.51049 -3.62126 0.77551  0.320
H: -4.05188 -3.01874 0.14959  0.355
H: -3.23139 -4.34575 -0.66828  0.355
H: -3.00495 -2.16958 -1.86456  0.597
H: -1.43167 -2.84607 -1.41106  0.283
H: -0.74839 -0.18310 0.86757  0.269
H: -0.15035 -3.02122 0.25958  0.597
H: 1.61693 -2.72898 1.85975  0.425
H: 0.14348 -2.05780 2.57676  0.450
H: 2.13853 -0.62047 2.95040  0.440
H: 0.88492 0.24044 2.03882  0.317
H: 3.79930 0.70316 2.20437  0.388
H: 2.85657 1.71066 1.08558  0.346
H: 5.03193 -1.27942 0.54236  0.386
H: 6.98788 -1.28932 -0.97044  0.383
H: 7.65629 0.78489 -2.12815  0.378
H: 6.36705 2.85758 -1.77128  0.377
H: 4.41926 2.85631 -0.26960  0.350
H: 2.68625 -0.11442 -1.11010  0.515
H: 1.18527 0.49797 -0.38037  0.159
H: 2.00682 -2.43468 -0.68794  0.481
H: 0.77007 -1.59704 -1.64194  0.337
H: -3.20216 2.98932 1.04254  0.257
H: -5.94480 0.96333 -1.13357  0.236


Run two
Formula: C19H24N4O3
Source: the OMol25 dataset
Level of theory: wB97M-V/def2-TZVPD

The SMILES is [H]/N=c1/[nH]cc(C(=O)N2C[C@H](C)[C@H](NC(=O)CCc3cccc(C)c3)C2)o1. As for the LUMO energy: 0.574 eV.

Last column: Mulliken charge in e.
Geometry (Å):
H: 7.80494 1.81749 3.69132  0.248
N: 8.42743 2.47465 3.23520  -0.791
C: 7.78742 3.29403 2.52151  0.381
N: 8.32122 4.31806 1.77034  -0.083
C: 7.31172 5.00241 1.12655  -0.252
C: 6.16124 4.41278 1.45945  0.511
C: 4.80472 4.82368 1.05236  0.105
O: 4.67150 5.88731 0.45885  -0.703
N: 3.75036 4.03458 1.35047  0.146
C: 3.74135 2.64392 1.83088  -0.902
C: 2.39967 2.11592 1.32511  0.837
C: 2.49635 1.64054 -0.11859  -1.423
C: 1.51747 3.36803 1.47727  -0.647
N: 0.24677 3.34089 0.79630  -0.053
C: -0.89806 2.97290 1.43152  0.540
O: -0.92921 2.70195 2.61971  -0.675
C: -2.14038 2.91782 0.57016  -0.668
C: -2.56665 1.47076 0.21565  -1.272
C: -1.44272 0.46774 0.12250  0.503
C: -0.91415 -0.12812 1.26246  -0.291
C: 0.10870 -1.05951 1.14799  -0.847
C: 0.61137 -1.40470 -0.09668  -0.440
C: 0.10256 -0.81772 -1.25160  0.689
C: 0.67410 -1.15951 -2.60061  -1.537
C: -0.92183 0.11270 -1.12077  -0.260
C: 2.41764 4.49879 0.98596  -1.103
O: 6.42908 3.35384 2.32719  -0.323
H: 9.30663 4.49975 1.73656  0.160
H: 7.46814 5.85447 0.49111  0.493
H: 4.58086 2.08439 1.42545  0.472
H: 3.80126 2.61157 2.92112  0.280
H: 2.02892 1.30941 1.95905  0.446
H: 2.93778 2.40775 -0.76096  0.345
H: 3.12343 0.75034 -0.18487  0.379
H: 1.51436 1.37563 -0.51106  0.082
H: 1.29307 3.50322 2.53524  0.422
H: 0.22551 3.46562 -0.20163  0.386
H: -1.97119 3.48122 -0.35111  0.240
H: -2.94049 3.41362 1.11713  0.377
H: -3.12436 1.49044 -0.72076  0.412
H: -3.25841 1.12671 0.98628  0.399
H: -1.30176 0.14044 2.23671  0.427
H: 0.50877 -1.52721 2.03917  0.433
H: 1.40508 -2.13915 -0.17494  0.423
H: 0.01531 -0.83386 -3.40499  0.386
H: 1.64155 -0.67168 -2.74342  0.273
H: 0.83236 -2.23346 -2.70292  0.386
H: -1.34019 0.56486 -2.01549  0.324
H: 2.34225 4.63814 -0.09789  0.359
H: 2.19490 5.45847 1.45080  0.407


Quick ranking, most stable first: run one, run two.


Run one
Formula: C2H5FOS
Source: the OMol25 dataset
Level of theory: wB97M-V/def2-TZVPD

As for the LUMO energy (spin up / spin down): 0.146 / -0.736 eV.

Last column: Mulliken charge in e.
Geometry (Å):
C: 0.18688 -1.68382 0.31644  -0.735
C: -0.73367 1.91410 -0.42058  -0.378
O: 2.16586 0.02348 0.73102  -0.452
F: -1.54772 0.98156 -0.93878  -0.200
S: 0.79549 -0.30089 1.26276  0.329
H: 0.92897 -1.63782 -0.57000  0.250
H: -0.81403 -1.57960 -0.16546  0.282
H: 0.26571 -2.66142 0.79746  0.321
H: -1.30200 2.72687 -0.00617  0.256
H: 0.05451 2.21755 -1.00670  0.327


Run two
Formula: C2H5FOS
Source: the OMol25 dataset
Level of theory: wB97M-V/def2-TZVPD

The SMILES is CC=O.FS. As for the LUMO energy: -0.591 eV.

Last column: Mulliken charge in e.
Geometry (Å):
C: -1.44152 0.64233 0.48534  -0.822
C: -0.91639 -0.39689 -0.46129  0.366
O: -1.58941 -1.38688 -0.50458  -0.476
H: -0.70055 1.30422 0.82767  0.310
H: -2.16856 1.14471 -0.18387  0.226
H: -2.08888 0.16848 1.26906  0.281
H: 0.10033 -0.32963 -0.98054  0.113
F: 2.85116 0.76356 -0.42573  -0.252
S: 2.53967 -0.89675 -0.51107  0.066
H: 3.41417 -1.01315 0.48501  0.188


Quick ranking, most stable first: run two, run one.


Run one
Formula: C2H2ClP
Source: the OMol25 dataset
Level of theory: wB97M-V/def2-TZVPD

As for the LUMO energy (spin up / spin down): -0.883 / -1.021 eV.

Last column: Mulliken charge in e.
Geometry (Å):
C: -1.23522 0.36336 -0.34168  -0.242
C: -0.59612 -0.34128 0.45209  -0.547
P: 1.48869 -0.87185 -0.31160  0.126
Cl: 2.54285 0.76436 0.01269  -0.145
H: -1.68455 0.80794 -1.21470  0.391
H: -0.51565 -0.72253 1.40319  0.417


Run two
Formula: C2H2ClP
Source: the OMol25 dataset
Level of theory: wB97M-V/def2-TZVPD

As for the LUMO energy: -0.782 eV.

Last column: Mulliken charge in e.
Geometry (Å):
C: 0.66742 -0.48063 -0.37806  -0.209
C: -0.30766 0.09941 0.50749  -0.158
P: -0.35999 -1.72048 -0.00784  0.008
Cl: -1.40870 1.31512 -0.07554  -0.176
H: 1.43824 0.38409 -1.66403  0.261
H: -0.02930 0.40249 1.61797  0.275


Quick ranking, most stable first: run one, run two.


Run one
Formula: C5H13NO2
Source: the OMol25 dataset
Level of theory: wB97M-V/def2-TZVPD

Its spin multiplicity is 2. As for the LUMO energy (spin up / spin down): -4.454 / -9.048 eV. Its total charge is +1.

Last column: Mulliken charge in e.
Geometry (Å):
C: -1.09045 1.90334 -0.08813  -0.876
N: -0.73174 0.81397 0.86645  -0.068
C: 2.25158 -0.88242 -0.96092  -1.228
C: 1.57203 0.28143 -0.17580  -0.437
C: 0.07080 -0.21529 0.18512  0.003
C: -0.09138 -1.44614 1.05058  -0.161
O: -0.92694 -2.26671 0.66796  -0.444
H: -1.54268 2.73138 0.52468  0.383
H: -1.70005 1.68769 -0.89791  0.381
H: -0.10489 2.31217 -0.48520  0.349
H: -0.16221 1.25718 1.56293  0.396
H: 3.28931 -0.76439 -1.11180  0.395
H: 1.73330 -1.03177 -1.96995  0.317
H: 2.02940 -1.78264 -0.46603  0.412
H: 1.51992 1.28610 -0.62694  0.321
H: 2.05133 0.38109 0.79406  0.399
H: -0.34215 -0.41363 -0.88371  0.333
H: 0.29234 -1.54401 1.99550  0.501
H: -2.86353 -0.09283 0.36976  0.314
H: -2.30527 -1.42715 -0.06774  0.339
O: -2.94871 -0.78738 -0.28291  -0.628


Run two
Formula: C5H13NO2
Source: the OMol25 dataset
Level of theory: wB97M-V/def2-TZVPD

Its spin multiplicity is 2. As for the LUMO energy (spin up / spin down): -3.050 / -8.198 eV. Its total charge is +1.

Last column: Mulliken charge in e.
Geometry (Å):
C: 1.27339 1.14849 -0.63597  -1.270
C: -0.00388 0.26336 -0.35272  0.332
C: 0.51122 -1.12987 -0.75245  -0.847
C: -0.54545 -2.26352 -0.42096  -0.617
O: -0.22855 -3.18709 -1.46462  -0.497
N: -0.25823 0.45824 1.08587  0.040
C: -0.85734 1.70437 1.35672  -0.370
O: 0.02005 2.84254 1.19667  -0.450
H: 2.08078 0.79300 -1.25239  0.400
H: 1.02752 2.11527 -1.11596  0.367
H: 1.85562 1.38887 0.26736  0.356
H: -0.70694 0.57531 -1.13633  0.351
H: 1.46284 -1.43102 -0.41736  0.483
H: 0.56960 -0.99743 -1.91402  0.327
H: -0.38478 -2.79109 0.53986  0.289
H: -1.61817 -2.06049 -0.25650  0.371
H: -0.96440 -3.24650 -2.13243  0.327
H: 0.44735 -0.02019 1.68072  0.380
H: -1.17229 1.73423 2.39443  0.397
H: -1.79434 1.89469 0.75671  0.294
H: 0.40520 3.25694 1.96070  0.338


Run three
Formula: C5H13NO2
Source: the OMol25 dataset
Level of theory: wB97M-V/def2-TZVPD

Its spin multiplicity is 2. As for the LUMO energy (spin up / spin down): -6.073 / -7.467 eV. Its total charge is +1.

Last column: Mulliken charge in e.
Geometry (Å):
C: 1.00144 -2.18646 1.83059  -0.341
C: 1.38497 -1.04996 1.31405  -0.678
N: 1.15336 -0.87660 -1.23913  -0.189
C: 0.00346 -0.10051 -1.57559  -0.029
C: -0.33804 2.40904 -1.45487  -0.600
C: 0.42076 1.35765 -1.76159  -0.134
H: 0.32394 -2.86328 1.32205  0.269
H: 1.05492 -2.36844 2.90270  0.299
H: 1.35817 -1.12033 0.01035  0.402
H: 1.51426 -1.46203 -1.99470  0.259
H: -0.53728 -0.42459 -2.46848  0.354
H: -0.62026 -0.20530 -0.67965  0.043
H: -0.20735 3.25630 -2.11223  0.266
H: -1.11117 2.31140 -0.71448  0.257
H: 1.29885 1.44780 -2.37834  0.312
H: -0.01235 0.23711 1.57585  0.254
H: 1.82073 -0.20196 1.83558  0.491
O: -0.60883 0.94293 1.85672  -0.574
H: -1.48654 0.57541 1.66497  0.383
H: -3.47946 0.15844 1.44181  0.356
O: -2.93357 0.16337 0.62440  -0.400


Quick ranking, most stable first: run two, run one, run three.